Entry from OMol25: C26H33CrFNTe as an isolated structure (ωB97M-V with the def2-TZVPD basis set).

```
63
Properties=species:S:1:pos:R:3:forces:R:3
Te -3.12827 1.31107 2.36818 0.3 0.2 0.0
Cr -0.52662 -0.50831 1.14746 -0.7 -0.2 -0.3
F -2.33011 -0.61009 -0.12863 0.1 -0.1 -0.3
N 0.17415 -0.11247 -0.60243 -0.1 0.0 0.1
C 0.32607 -0.05293 3.29721 0.2 0.0 0.5
C 1.38391 2.47553 -0.26496 -0.1 0.0 0.0
C 4.34814 0.12032 -0.65476 -0.1 0.0 0.0
C 2.11279 3.72997 -0.74478 0.0 0.0 0.0
C -0.70826 -2.24290 3.35650 -0.1 0.1 0.0
C 0.35505 -2.77601 2.63481 0.0 0.0 0.0
C 3.71755 -1.05445 -1.03445 0.0 0.0 0.0
C -4.40031 1.66965 0.71394 -0.1 0.0 0.0
C 2.33055 -1.14511 -1.11703 0.0 0.0 0.0
C -3.06105 0.15924 -2.28798 0.1 0.0 -0.1
C -2.04539 -0.05309 -1.39862 0.0 0.0 0.0
C 1.74564 -2.42641 -1.70182 0.1 -0.1 0.0
C -1.39031 1.03955 -3.77337 0.0 0.0 0.0
C 1.39193 -1.94524 2.22406 0.0 0.2 -0.1
C -0.69999 0.22538 -1.60691 -0.1 -0.1 0.1
C 0.78700 -3.23181 -0.82675 -0.1 0.0 0.0
C 1.11793 -2.17982 -3.07541 -0.1 0.0 0.0
C -0.72258 -0.88873 3.69050 0.1 0.0 0.1
C 2.20406 1.21209 -0.47387 0.1 0.1 0.0
C 1.38283 -0.58076 2.55106 0.3 0.0 0.1
C -0.38809 0.79660 -2.84453 -0.1 0.1 0.0
C 0.94567 2.66743 1.18691 -0.1 0.0 0.1
C 1.58016 -0.01004 -0.76627 0.1 0.1 0.0
C -2.71777 0.72653 -3.51367 0.0 0.0 0.1
C -4.43029 -0.05500 3.34675 0.0 -0.1 -0.1
C 3.59323 1.25519 -0.40979 0.0 0.0 0.0
H -0.10973 -2.66088 -0.57013 0.0 0.0 0.0
H 0.37163 -3.82673 2.38421 0.0 0.0 0.0
H 5.42680 0.16035 -0.59118 0.0 0.0 0.0
H 1.41344 4.56365 -0.79901 0.0 0.0 0.0
H 0.64404 1.02505 -3.07596 0.0 0.0 0.0
H 4.31412 -1.92038 -1.29308 0.0 0.0 0.0
H 1.80170 2.63714 1.86529 0.0 0.0 0.0
H 2.61323 -3.07378 -1.86560 0.0 0.0 0.0
H 2.90957 4.02373 -0.06041 0.0 0.0 0.0
H -5.23127 2.29542 1.02132 0.0 0.0 0.0
H 0.47799 2.37739 -0.86812 0.0 0.0 0.0
H 2.21605 -2.33778 1.64487 0.0 0.0 0.0
H 0.12016 -1.75058 -2.98862 0.0 0.0 0.0
H -1.53812 -0.48310 4.27255 0.0 0.0 0.0
H 1.02547 -3.12200 -3.61632 0.0 0.0 0.0
H -4.07655 -0.11066 -2.03845 -0.1 0.0 0.0
H 1.72549 -1.50453 -3.67706 0.0 0.0 0.0
H -3.48196 0.91648 -4.25169 0.0 0.0 0.0
H -3.81932 2.17501 -0.05214 0.0 0.0 0.0
H 4.09272 2.18507 -0.17677 0.0 0.0 0.0
H -5.17740 0.49716 3.90541 0.0 0.0 0.0
H 2.20859 0.04821 2.23966 -0.1 0.0 0.0
H 0.45691 -4.11578 -1.37374 0.0 0.0 0.0
H -1.12320 1.47728 -4.72505 0.0 0.0 0.0
H 2.55282 3.59121 -1.73164 0.0 0.0 0.0
H -1.52628 -2.87853 3.66828 0.0 0.0 0.0
H -4.89793 -0.68699 2.59781 0.0 0.0 0.0
H 1.26136 -3.58304 0.08838 0.0 0.0 0.0
H 0.45256 3.63161 1.31779 0.0 0.0 0.0
H -4.75280 0.71553 0.33459 0.0 0.0 0.0
H -3.85442 -0.67490 4.02770 0.0 0.0 0.1
H 0.33141 0.98891 3.59049 0.0 0.0 0.0
H 0.22527 1.90503 1.50525 0.1 0.0 -0.1
```
Forces are in eV/Å.

Computed properties:
Highest occupied orbital energy (alpha / beta)   -0.375 / -0.387 hartree
Energy   -67413.6749 eV
Net charge   +1
Energy relative to the best compared isomer or geometry (same formula, charge and spin)   10.3 kJ/mol
Multiplicity   5

***

Entry from OMol25: one molecule with the formula C20H22O7 in a non-equilibrium geometry (ωB97M-V with the def2-TZVPD basis set).

```
49
Properties=species:S:1:pos:R:3:forces:R:3
O 1.31546 1.66114 -0.34123 -1.3 0.0 0.0
O -1.24279 2.66974 -0.08486 0.0 -3.6 1.6
O -7.84057 -1.73993 2.44320 0.7 0.4 -0.3
O -5.77096 0.84792 0.95947 1.1 -0.1 0.1
O -2.06759 0.65743 0.75520 0.5 0.6 -0.7
O 6.66379 0.26688 -0.16153 -0.1 1.0 -0.3
O -5.34079 -2.90990 2.36234 -0.2 -1.1 0.1
C 4.38810 -0.36059 0.25532 0.8 1.4 -0.7
C 5.98764 2.84007 -1.16471 -0.3 0.3 -0.5
C -1.05086 1.53406 0.39226 0.0 2.8 -2.0
C 3.57381 2.10282 -0.90814 -1.0 0.5 -0.2
C 3.03036 -0.04762 0.13974 -0.5 1.1 0.2
C 0.58200 -0.49668 0.46152 -0.8 0.0 -0.9
C 2.61342 1.20678 -0.39964 1.3 -1.1 0.8
C 2.00888 -0.95837 0.76766 -0.3 0.1 -0.8
C 4.92782 1.83011 -0.79426 0.8 -1.1 0.7
C -4.52583 0.25620 0.95320 0.6 -2.5 1.1
C -3.40068 1.15830 0.46347 -0.5 0.1 0.5
C -5.44923 -1.79682 1.88312 0.2 0.1 0.9
C -6.83592 0.18873 1.51793 0.8 -2.5 0.3
C 4.88080 -1.64060 0.90317 0.1 0.4 -0.4
C 0.80917 1.45292 2.05871 0.1 1.5 -0.6
C 5.32008 0.59526 -0.22428 -0.4 -1.0 0.1
C -6.72966 -1.11097 1.93942 -1.0 1.4 -0.4
C 0.42399 1.03033 0.60077 0.5 -0.8 1.6
C -4.31046 -1.03416 1.43109 -0.6 2.0 -1.1
C 3.10898 3.44292 -1.47905 -0.1 0.0 0.1
H 0.59891 2.52804 2.25218 0.1 -0.5 -0.4
H 3.87381 3.90464 -2.11391 -0.1 -0.1 0.3
H -3.33704 -1.54791 1.48323 -0.5 0.7 -0.2
H -7.60824 -2.62204 2.77493 0.4 0.2 -0.2
H 6.78474 -0.55714 0.31812 -0.1 0.2 -0.2
H 2.21223 3.36985 -2.12190 0.3 -0.2 0.6
H 6.14397 2.84500 -2.26414 0.1 0.1 0.6
H 0.23457 0.92409 2.78355 -0.5 -0.7 0.5
H 6.92780 2.65689 -0.65621 0.1 -0.3 -0.1
H 0.26567 -0.70785 -0.59257 0.6 -0.1 0.7
H 4.63883 -2.48561 0.22843 0.4 0.2 0.6
H -3.54599 1.35671 -0.59611 0.3 0.1 -0.1
H 2.13210 -1.95923 0.34042 0.0 0.0 0.3
H 2.18401 -1.02060 1.84481 -0.1 -0.1 0.0
H -7.79548 0.66107 1.58306 0.1 0.8 -0.3
H 5.97072 -1.60769 1.16341 -1.0 -0.4 -0.3
H -0.12053 -1.06140 1.08059 0.0 0.3 0.1
H 4.38092 -1.74906 1.85537 -0.2 -0.4 0.2
H 2.88546 4.12312 -0.63258 0.0 -0.2 -0.5
H 5.68639 3.84795 -0.85083 -0.1 -0.2 -0.2
H -3.52207 2.05975 1.03413 0.0 0.8 -0.1
H 1.86995 1.32513 2.28580 -0.1 -0.2 -0.3
```
Forces are in eV/Å.

Computed properties:
Highest occupied orbital energy   -0.283 hartree
Energy   -35428.1660 eV
Structure (SMILES)   Cc1c(C)c2c(c(C)c1O)CC[C@](C)(C(=O)OCc1cc(=O)c(O)co1)O2
Energy relative to the best compared isomer or geometry (same formula, charge and spin)   186.9 kJ/mol

***

Entry from OMol25: an isolated ion of composition C9H15BFN2O and charge +1 (ωB97M-V with the def2-TZVPD basis set).

```
29
Properties=species:S:1:pos:R:3:forces:R:3
F -1.71553 -2.83079 0.11553 0.0 -0.3 0.3
O 2.39573 -1.62257 -0.97040 -0.1 0.8 0.1
N 0.27405 -0.69805 0.03100 -0.2 0.1 -0.3
N -0.40900 2.65398 1.45778 0.0 -0.2 0.0
C 2.41600 -1.09340 1.53780 -0.6 -0.1 -0.2
C -0.48316 -1.29376 -1.12617 -0.4 -0.4 -0.2
C -2.76435 -0.71181 -0.07674 0.3 0.1 0.0
C -0.00657 3.41930 0.44994 0.1 0.2 -0.2
C 0.63487 1.56919 -0.91988 -0.2 0.4 0.4
C -1.87126 -1.75286 -0.73415 -0.3 0.7 -0.3
C 0.52795 2.94241 -0.74608 -0.1 -0.4 0.2
C -0.30710 1.34178 1.29922 0.2 0.1 -0.4
C 0.19236 0.78483 0.13324 0.0 -0.4 -0.1
B 1.77072 -1.15196 0.13011 0.8 -0.3 0.4
H 0.05257 -2.16680 -1.48040 0.2 -0.1 0.0
H 3.48568 -1.24163 1.49631 0.2 0.1 0.0
H 1.02922 1.14827 -1.83187 0.0 -0.1 -0.1
H 0.84254 3.62837 -1.51196 0.1 0.1 -0.1
H -2.62367 -0.73233 1.00059 -0.1 0.0 0.2
H 2.54830 -0.97829 -1.67270 -0.1 -0.4 -0.4
H -2.34933 -2.08232 -1.65397 0.0 -0.3 -0.1
H -2.53211 0.29124 -0.42258 0.0 0.1 -0.1
H -0.10722 4.48514 0.58139 0.0 0.2 0.1
H -0.62800 0.69884 2.10781 -0.1 0.0 0.2
H -3.80319 -0.89478 -0.31450 -0.2 -0.2 0.2
H 1.99813 -1.87470 2.17762 0.0 -0.1 0.1
H -0.56809 -0.60305 -1.95644 0.2 0.4 0.1
H 2.16474 -0.15246 2.02711 0.1 0.1 0.1
H -0.16431 -1.08176 0.87237 0.0 0.1 0.1
```
Forces are in eV/Å.

Computed properties:
Highest occupied orbital energy   -0.513 hartree
Energy   -17992.9670 eV
Structure (SMILES)   CB(O)[N@H+](C[C@H](C)F)c1cccnc1
Net charge   +1

***

Entry from OMol25: one molecule with the formula C5H12N2O in a non-equilibrium geometry (ωB97M-V with the def2-TZVPD basis set).

```
20
Properties=species:S:1:pos:R:3:forces:R:3
O 1.20541 0.87314 0.27445 -0.2 0.9 1.1
N -2.28610 0.93998 1.28090 1.6 -0.1 0.2
N 0.12333 -0.92965 -0.71698 -0.1 -0.5 -0.6
C -1.23819 0.77934 0.38209 -4.0 -1.5 -0.2
C 1.30551 -0.02705 -0.70666 -0.2 -0.7 -1.0
C -0.86609 -0.69798 0.29387 2.4 0.3 1.0
C -0.26537 -1.01797 1.72836 -1.3 -1.3 0.2
C 1.41101 0.58454 -2.10019 -0.2 0.3 -0.2
H -2.32002 1.89028 1.65209 -0.3 0.3 -0.6
H -1.45223 1.29108 -0.57070 0.5 0.2 0.0
H 0.81419 -0.97365 1.81229 0.0 0.4 -0.3
H -0.56915 -2.03052 2.07077 0.1 0.4 -0.4
H -1.67557 -1.37173 0.08325 -0.7 0.1 0.1
H 2.21690 -0.66762 -0.55682 -0.4 0.3 0.3
H 1.66460 -0.10820 -2.90445 -0.5 -0.4 0.1
H 0.45869 1.11451 -2.31013 0.7 -0.2 -0.1
H -0.38505 1.37399 0.77549 2.3 0.5 -0.2
H -0.76222 -0.35442 2.43033 0.2 0.2 0.3
H 2.26269 1.24439 -2.11419 0.1 0.8 0.2
H 0.35766 -1.91243 -0.80378 0.0 0.2 0.1
```
Forces are in eV/Å.

Computed properties:
Highest occupied orbital energy   -0.298 hartree
Energy   -10401.1523 eV
Energy relative to the best compared isomer or geometry (same formula, charge and spin)   701.6 kJ/mol

***

Entry from OMol25: a 3-piece molecular cluster, C26H22BF9IN2O6 overall in a non-equilibrium geometry (ωB97M-V with the def2-TZVPD basis set).

```
67
Properties=species:S:1:pos:R:3:forces:R:3
I 0.30258 -3.96490 0.53341 -0.2 -0.2 0.1
F -1.10364 -1.67174 2.77198 0.0 0.1 0.3
F -1.87926 1.09793 5.17473 -0.1 -0.2 0.1
F -0.19890 2.17357 4.40196 0.3 0.0 0.0
F -1.57665 -1.39411 0.66603 -0.3 0.2 0.1
F -2.72379 0.39269 2.85506 0.2 -0.3 0.4
F -0.11344 0.02035 4.52988 0.1 -0.2 0.2
F 0.65213 0.88318 1.99526 0.2 0.0 0.2
F -1.76100 2.28379 2.49984 -0.1 0.1 0.0
F -0.99283 0.94809 0.57595 0.1 0.1 -0.1
O 2.79453 -3.01247 2.25008 0.4 0.6 -0.3
O -4.68588 -1.88373 -3.02692 0.0 0.0 0.0
O 2.58676 1.57440 -2.35207 0.0 0.0 -0.4
O 3.39548 0.28828 -3.87734 0.0 0.1 -0.1
O 3.57093 -1.86388 -0.97933 0.1 -0.1 0.1
O -6.79644 -1.48644 -3.14256 0.0 0.0 0.0
N 2.52035 0.98545 -3.41601 0.0 -0.1 0.2
N -5.70984 -1.39882 -2.59719 0.0 0.0 -0.1
C 0.26227 1.92227 -3.69138 -0.1 0.1 0.1
C 3.93890 2.31522 1.11049 -0.1 -0.4 -0.1
C -0.60140 -1.14810 1.61315 0.5 -0.4 -0.9
C -1.52321 0.98880 2.83480 0.4 0.7 0.1
C -4.42028 -0.50502 -0.69567 0.1 0.0 0.0
C 1.85096 -1.95400 2.40009 -0.6 -0.2 0.4
C -0.91747 2.03095 -4.41019 0.0 -0.1 -0.1
C 1.27502 1.12330 -4.18818 -0.2 0.0 -0.1
C 1.14605 0.43690 -5.38084 0.0 -0.1 -0.2
C -5.64007 -0.64807 -1.33358 0.0 0.1 0.2
C -6.80677 -0.11188 -0.81551 -0.2 0.0 0.0
C 5.05125 1.93967 1.85658 0.2 0.0 0.1
C -6.74844 0.58144 0.38090 0.1 0.0 0.0
C -0.58026 0.40398 1.74488 -0.7 -0.4 0.1
C 2.92925 -1.07220 -0.32519 -0.2 0.3 0.0
C 4.78536 -0.33812 1.14880 0.1 0.4 0.0
C 5.48985 0.61697 1.87771 -0.6 -0.1 -0.3
C -0.03787 0.54977 -6.09196 -0.1 0.1 0.1
C 3.70192 -3.04060 3.31536 0.1 -0.6 -0.2
C 3.65857 0.03232 0.41111 0.2 -0.5 0.2
C -0.89656 1.04579 4.26929 -0.4 0.3 -0.2
C -1.06905 1.34330 -5.60683 0.0 0.0 0.0
C 1.43242 -1.10025 -0.21646 -0.1 -0.1 -0.5
C 3.23135 1.35444 0.38778 0.4 -0.2 0.6
C -4.37186 0.19512 0.50164 -0.3 0.1 -0.2
C -5.53309 0.73296 1.03817 0.0 0.0 0.0
B 0.82613 -1.82027 1.13580 0.6 -0.1 0.3
H -1.72111 2.64826 -4.03275 0.0 0.0 0.0
H 6.34409 0.31440 2.46861 0.1 0.1 0.0
H -1.99510 1.42301 -6.16124 0.0 0.0 0.0
H 3.59550 3.34142 1.10935 0.1 0.1 0.0
H 4.46092 -3.78860 3.07314 0.0 0.0 0.0
H -3.51818 -0.92867 -1.11329 0.0 -0.1 0.0
H 1.27322 -2.17848 3.31278 -0.1 0.1 0.0
H 5.58672 2.67831 2.44196 0.0 0.1 0.0
H 1.08750 -1.66896 -1.07986 -0.1 0.0 0.0
H -0.15774 0.01330 -7.02321 0.0 0.0 0.0
H 2.34799 1.59670 -0.17192 -0.1 0.3 0.0
H 2.38001 -1.01244 2.60873 0.1 0.0 -0.1
H 4.21890 -2.08626 3.46354 -0.2 0.1 0.1
H -3.43628 0.32043 1.01250 -0.1 -0.1 -0.3
H -5.49018 1.27255 1.97612 0.0 0.0 0.0
H 1.07279 -0.07710 -0.36553 0.0 0.0 0.2
H 5.09368 -1.37504 1.15007 0.0 0.0 -0.1
H 3.20531 -3.37743 4.23502 0.0 0.3 0.2
H -7.65150 1.00279 0.80225 0.0 0.0 0.0
H -7.74638 -0.23296 -1.33334 0.1 -0.1 -0.1
H 0.38464 2.44943 -2.75690 0.1 -0.1 0.0
H 1.95113 -0.18097 -5.74956 0.1 0.0 0.1
```
Forces are in eV/Å.

Computed properties:
Highest occupied orbital energy   -0.187 hartree
Energy   -75816.6733 eV
Net charge   -1

***

Entry from OMol25: C9H23F13N3O23S7Y2 as an isolated structure in a non-equilibrium geometry (ωB97M-V with the def2-TZVPD basis set).

```
80
Properties=species:S:1:pos:R:3:forces:R:3
Y 3.39754 -1.96134 -0.08963 -2.8 2.7 -1.8
Y 1.99540 3.35235 -2.31746 0.7 -1.8 0.9
S 2.29101 -0.28200 -3.27933 -1.9 -0.3 -1.1
S -0.91037 5.34683 -1.38484 1.1 6.0 4.2
S 0.72082 0.80401 0.12763 1.2 -0.1 -0.6
S 3.55942 -1.45236 3.29457 7.1 4.7 5.7
S 1.72994 -2.92748 2.96410 -5.3 -1.4 -1.1
S 4.86812 1.27228 -0.83780 3.9 3.3 -1.5
S -1.54477 3.40609 -2.53094 -2.0 -4.8 -2.4
F 5.87610 3.44782 0.27079 -0.1 -0.6 0.2
F -0.71406 0.35215 2.47834 -0.1 -0.5 -0.5
F 1.47835 -4.08433 1.86141 -0.2 1.6 -0.7
F 4.52300 2.35308 1.55902 0.7 -0.2 0.1
F 6.63767 1.61505 1.23205 -2.0 0.8 -0.6
F 1.17979 1.27240 2.81133 1.0 -0.4 0.1
F -0.77831 2.06252 -2.95921 0.4 0.7 0.1
F 3.62422 1.02231 -5.32357 0.0 -2.1 1.4
F 4.95182 -0.08036 -3.94828 -0.8 0.1 -0.3
F 4.31809 -0.29255 2.51592 -0.1 0.5 -0.5
F 3.66178 -1.23223 -5.27977 0.3 1.1 0.1
F -0.36339 2.38673 1.95213 -1.5 2.4 -0.4
F 0.31249 6.36680 -1.10577 -0.1 -0.7 -0.4
O -4.45308 -0.30343 3.96378 -1.9 -1.0 0.0
O 2.02991 1.07504 -2.84625 0.4 0.6 -0.3
O -4.82606 2.31973 2.66102 -1.0 0.3 0.4
O 0.49546 -2.17838 3.23816 3.2 -1.4 -1.6
O 1.70180 -0.31834 0.23263 -0.3 0.6 0.7
O 2.21282 -3.79016 3.95619 1.5 0.4 1.3
O 4.67704 -2.25173 3.71596 -1.0 -0.1 -0.2
O 3.80107 2.18155 -1.24335 0.7 0.2 -0.5
O 1.35489 2.03204 -0.46483 -1.3 -1.2 1.8
O -1.34725 -0.80836 -4.10718 -1.1 -0.3 -0.1
O 6.06576 1.21971 -1.74930 -3.6 -0.7 2.6
O 4.26449 0.05066 -0.31261 1.1 -1.7 0.4
O 2.73738 -1.10386 -2.10539 0.4 0.1 -2.5
O 2.84075 -0.73402 4.32764 -0.3 -1.6 -2.2
O -2.40121 2.93924 -1.46604 1.8 1.4 -0.7
O -0.44145 0.36122 -0.60490 -0.2 0.6 0.4
O -1.76666 6.11224 -2.23151 0.3 -1.1 -0.1
O -1.32680 5.01683 -0.06471 0.0 -0.2 -0.5
O 1.31585 -2.97665 -0.95213 2.2 -0.6 -0.3
O 1.16569 -0.78853 -4.09035 3.8 0.1 1.7
O -3.76926 -1.66158 -0.06372 -0.4 0.7 -1.3
O -2.27123 3.75994 -3.71865 2.0 0.7 0.9
O -3.20610 1.52238 0.46096 -0.3 -0.4 0.7
N -0.94819 -2.26345 0.45161 0.6 0.4 0.0
N -0.04822 4.20920 -2.04971 -3.8 -1.1 -1.8
N 2.92488 -2.03113 2.04488 -4.7 -3.3 0.5
C -1.81469 -3.15508 -0.25832 -1.8 -1.3 0.4
C -3.34596 -3.00034 0.04902 0.8 0.8 0.6
C -3.49033 0.61733 3.68448 2.3 2.0 0.8
C -3.57282 -1.15363 -1.39677 0.4 0.7 -0.2
C 0.14236 1.22911 2.01494 1.4 -1.3 -1.3
C -1.43655 -4.58330 0.16264 -0.2 -0.1 -0.6
C 3.76072 -0.11144 -4.54070 -0.5 0.0 -0.4
C 5.52138 2.23265 0.69333 0.8 -0.8 -0.6
C -3.85551 2.13160 3.66169 -0.1 0.0 -0.8
H -4.14812 -0.26800 -1.66659 -0.7 -0.1 0.9
H -1.68644 -2.98466 -1.32725 0.2 -0.2 -0.2
H -2.84656 0.64747 0.31435 0.0 -0.4 0.0
H -2.11332 -5.33504 -0.24353 0.0 0.1 -0.2
H -0.43037 -4.82870 -0.17718 0.1 -0.1 0.2
H -3.03752 0.38331 2.72099 0.1 0.2 0.0
H -3.04435 2.82111 3.42784 1.2 -0.7 -0.5
H -2.74906 0.46926 4.46979 0.5 0.2 0.0
H -3.50910 -3.23462 1.10097 0.1 -0.2 0.2
H -1.12922 -2.22170 1.44438 0.0 -0.3 0.2
H -1.36539 -0.35651 -3.26354 0.0 0.2 0.2
H 0.41835 -2.89168 -0.63043 -1.3 0.8 1.6
H -0.41904 -0.97692 -4.26923 -0.1 0.1 0.0
H -3.75652 -1.83771 -2.22524 0.0 -0.6 0.3
H -4.12244 2.67757 4.56656 -1.0 -1.0 0.5
H -2.59698 2.11015 0.01404 0.0 0.3 -0.1
H 1.26416 -3.64718 -1.63328 0.2 -0.2 -0.4
H -0.93613 -1.31123 0.11515 -0.4 0.0 -0.2
H -4.76921 -0.61959 3.11425 -0.5 -0.1 0.1
H -4.44510 1.96812 1.85303 0.2 0.1 -0.5
H -4.01439 -3.64833 -0.51790 0.3 -0.2 -0.4
H -1.50842 -4.69802 1.24420 0.2 0.2 0.1
H -2.56035 -0.76192 -1.49457 0.4 -0.4 0.0
```
Forces are in eV/Å.

Computed properties:
Highest occupied orbital energy (alpha / beta)   -0.253 / -0.328 hartree
Energy   -174525.9156 eV
Multiplicity   2

***

Which of these has the lowest energy? C9H23F13N3O23S7Y2